[1]
The following is a quantum chemistry calculation of one molecule with the formula C6H13NO2 in a non-equilibrium geometry, from OMol25.

XYZ file:
```
22
Properties=species:S:1:pos:R:3
C 1.690 -1.051 1.877
O 1.539 -0.025 0.949
N 1.261 -0.219 -0.691
O 1.785 -1.394 -1.223
C -0.124 -0.211 -0.716
C -0.888 -1.479 -0.953
C -0.709 0.954 -0.324
C 0.033 2.247 -0.218
C -2.188 1.016 -0.082
H 1.011 -1.911 1.756
H 1.575 -0.745 2.923
H 2.719 -1.449 1.872
H 2.668 -1.144 -1.524
H -1.781 -1.295 -1.547
H -0.303 -2.226 -1.484
H -1.201 -1.907 0.002
H 1.075 2.131 -0.495
H -0.440 2.997 -0.857
H -0.008 2.613 0.809
H -2.468 1.984 0.328
H -2.734 0.869 -1.017
H -2.512 0.242 0.613
```

Output
SMILES string: CON(O)C(C)=C(C)C
HOMO energy, eV: -8.207
Molecular weight, g/mol: 131.18
E_LUMO, eV: 0.81
Charge: 0
Electronic energy, eV: -12013.24479

=====

[2]
The following is a quantum chemistry calculation of C28H45IrN3O5S2Sb as an isolated structure in a non-equilibrium geometry, from OMol25.

XYZ file:
```
85
Properties=species:S:1:pos:R:3
Ir -0.304 -1.246 -1.405
O 0.623 -2.343 -3.568
C 2.003 -2.646 -3.409
C 2.305 -3.227 -2.025
N 1.911 -2.279 -0.977
C 2.913 -1.223 -0.805
C 2.232 0.033 -0.270
O 2.733 0.603 0.746
O 1.204 0.443 -0.857
C 1.644 -2.942 0.314
C 1.045 -1.902 1.274
O 1.604 -1.620 2.335
O -0.025 -1.333 0.870
H 0.143 -3.176 -3.648
H 2.526 -1.700 -3.550
H 2.331 -3.347 -4.181
H 3.372 -3.475 -1.960
H 1.733 -4.145 -1.886
H 3.337 -0.967 -1.776
H 3.719 -1.523 -0.130
H 2.548 -3.375 0.756
H 0.900 -3.726 0.163
N -4.049 3.944 -5.218
C -3.489 3.103 -4.668
C -2.789 2.069 -3.973
C -1.398 2.106 -3.882
C -0.727 1.120 -3.178
C -1.413 0.076 -2.554
C -2.805 0.046 -2.671
C -3.491 1.025 -3.371
H -0.851 2.906 -4.362
H 0.354 1.170 -3.115
H -3.375 -0.752 -2.209
H -4.569 0.983 -3.461
S -1.936 -2.995 -0.920
C -2.164 -4.117 -2.144
N -3.351 -4.444 -2.640
C -3.377 -5.321 -3.800
C -2.132 -6.183 -3.689
S -0.907 -5.110 -2.864
H -4.165 -3.922 -2.351
H -3.360 -4.729 -4.720
H -4.278 -5.932 -3.792
H -1.748 -6.505 -4.652
H -2.278 -7.046 -3.042
C -0.006 3.405 -0.174
C 0.990 3.439 0.969
C 0.628 4.494 1.997
C 2.415 3.600 0.473
Sb 0.929 1.327 1.961
C 2.126 1.402 3.938
C 3.482 0.792 3.639
C 1.333 0.558 4.916
C 2.231 2.845 4.387
C -1.775 1.109 2.488
C -2.251 0.906 1.092
C -1.750 -0.108 3.348
C -2.142 2.388 3.157
H 0.160 4.278 -0.815
H -1.031 3.462 0.193
H 0.106 2.512 -0.787
H 0.507 5.450 1.476
H 1.408 4.629 2.742
H -0.313 4.283 2.504
H 2.524 4.598 0.033
H 2.653 2.862 -0.291
H 3.143 3.508 1.281
H 3.372 -0.223 3.268
H 4.068 0.758 4.564
H 4.033 1.376 2.902
H 1.178 -0.445 4.519
H 0.371 1.016 5.153
H 1.894 0.468 5.851
H 2.828 3.445 3.702
H 2.736 2.861 5.359
H 1.253 3.311 4.522
H -1.627 0.198 0.543
H -2.307 1.833 0.526
H -3.256 0.465 1.116
H -1.091 -0.872 2.935
H -2.757 -0.543 3.374
H -1.456 0.116 4.372
H -2.165 3.226 2.464
H -1.483 2.623 3.995
H -3.151 2.275 3.572
```

Output
HOMO energy (spin up / spin down), eV: -9.650 / -9.541
Molecular weight, g/mol: 881.80
⟨S²⟩: 0.757
E_LUMO (spin up / spin down), eV: -4.55 / -4.55
2S+1: 2
Charge: +1
Electronic energy, eV: -75512.29642

=====

[3]
The following is a quantum chemistry calculation of C6H17N3 as an isolated structure in a non-equilibrium geometry, from OMol25.

XYZ file:
```
26
Properties=species:S:1:pos:R:3
C -0.366 2.566 -0.913
C -0.985 0.488 -1.423
C -0.159 -2.186 -0.320
C 1.799 -0.746 0.046
C 0.270 -1.171 1.991
C 0.429 -1.137 0.438
N -1.317 1.871 -1.508
N -0.096 1.630 0.588
N -0.651 0.359 0.095
H 0.684 2.424 -1.290
H -0.592 3.573 -0.683
H -1.840 -0.081 -1.790
H -0.110 0.016 -1.938
H -1.288 -2.083 -0.242
H 0.354 -2.267 -1.398
H 0.049 -3.235 0.050
H 2.457 -0.201 0.748
H 1.677 -0.124 -0.846
H 2.426 -1.592 -0.386
H 0.466 -0.278 2.761
H -0.753 -1.568 2.310
H 0.874 -2.100 2.276
H -2.345 1.991 -1.429
H 0.935 1.670 0.719
H -0.412 2.068 1.555
H -1.505 0.111 0.591
```

Output
HOMO energy, eV: -19.463
Molecular weight, g/mol: 131.22
E_LUMO, eV: -7.51
Charge: +2
Electronic energy, eV: -10947.17756

=====

[4]
The following is a quantum chemistry calculation of C16H33ClP2V as an isolated structure in a non-equilibrium geometry, from OMol25.

XYZ file:
```
53
Properties=species:S:1:pos:R:3
P -0.774 2.201 -0.740
P 1.816 -0.697 -1.296
C 0.933 2.042 -1.309
C 1.265 0.809 -2.166
H 1.618 2.174 -0.455
H 1.082 2.933 -1.947
H 0.457 0.506 -2.841
H 2.116 1.086 -2.811
C 3.524 -0.018 -1.009
H 4.132 -0.740 -0.443
H 3.491 0.924 -0.440
H 3.964 0.156 -1.997
C 2.185 -1.909 -2.559
H 3.101 -1.599 -3.090
H 1.362 -1.954 -3.282
H 2.361 -2.894 -2.104
C -0.752 3.764 0.196
H -1.707 3.889 0.725
H -0.604 4.593 -0.511
H 0.067 3.745 0.931
C -1.801 2.581 -2.166
H -1.551 1.928 -3.018
H -1.576 3.630 -2.418
H -2.863 2.485 -1.902
V -1.681 -3.218 -0.252
C 1.562 -0.867 0.504
C 1.895 -0.117 1.661
C 1.158 0.996 2.217
C -0.313 0.722 2.722
C -1.333 1.298 1.868
C -1.444 1.122 0.437
C -1.085 -0.394 -0.268
C -0.043 -1.327 0.369
C -3.746 -2.931 0.594
H 2.227 -1.777 0.524
H 2.766 -0.457 2.222
H 1.077 1.831 1.492
H 1.766 1.335 3.073
H -0.431 -0.342 2.992
H -0.484 1.268 3.661
H -2.217 1.766 2.308
H -2.519 1.255 0.170
H -0.835 -0.251 -1.348
H -2.092 -0.894 -0.311
H -0.330 -1.478 1.408
H -0.047 -2.322 -0.226
H -4.279 -3.918 0.776
H -4.377 -2.300 -0.062
H -3.745 -2.446 1.576
Cl -1.313 -3.089 3.124
C -0.949 -4.077 1.712
H -1.159 -5.093 2.108
H 0.125 -3.930 1.604
```

Output
HOMO energy (spin up / spin down), eV: -4.707 / -4.710
Molecular weight, g/mol: 373.79
⟨S²⟩: 3.796
E_LUMO (spin up / spin down), eV: -0.50 / -0.75
2S+1: 4
Charge: 0
Electronic energy, eV: -73902.12020

=====

[5]
The following is a quantum chemistry calculation of one molecule with the formula C4H5NO, from OMol25.

XYZ file:
```
11
Properties=species:S:1:pos:R:3
C 0.427 -0.060 1.521
C 0.026 -0.031 0.016
C 0.195 -1.350 -0.169
O -0.580 -0.179 -2.503
C -0.456 0.900 -1.948
N -0.166 1.096 -0.605
H -0.363 0.498 2.024
H 1.394 0.434 1.603
H 0.514 -1.048 1.994
H -0.496 -2.116 0.178
H -0.557 1.852 -2.500
```

Output
HOMO energy, eV: -9.458
Molecular weight, g/mol: 83.09
E_LUMO, eV: -0.58
Charge: 0
Electronic energy, eV: -7762.54218

=====

[6]
The following is a quantum chemistry calculation of C39H34BeN2P2 as an isolated structure, from OMol25.

XYZ file:
```
78
Properties=species:S:1:pos:R:3
Be 0.155 0.706 0.222
C 2.444 2.730 2.902
C 2.306 3.994 2.346
C 1.385 4.185 1.336
C 0.629 3.108 0.887
N 0.798 1.874 1.403
C 1.681 1.705 2.392
C -0.348 3.168 -0.208
C -0.980 4.360 -0.557
C -1.904 4.361 -1.586
C -2.160 3.173 -2.257
C -1.528 1.994 -1.882
C -0.611 1.930 -0.827
H 3.154 2.523 3.690
H 2.921 4.817 2.686
H 1.270 5.147 0.860
H 1.778 0.706 2.788
H -0.768 5.276 -0.018
H -2.415 5.274 -1.865
H -2.866 3.158 -3.080
H -1.765 1.113 -2.462
C -0.359 -3.123 0.056
C -1.460 -2.517 0.936
P -1.678 -0.732 0.548
C -2.550 -0.935 -1.050
C -1.784 -1.162 -2.193
C -2.388 -1.407 -3.416
C -3.773 -1.415 -3.515
C -4.543 -1.178 -2.386
C -3.937 -0.945 -1.159
C -2.938 -0.113 1.700
C -2.834 1.215 2.111
C -3.748 1.747 3.010
C -4.765 0.953 3.516
C -4.871 -0.375 3.122
C -3.962 -0.906 2.220
C 1.026 -2.601 0.432
P 1.721 -0.861 -0.073
C 2.040 -1.273 -1.826
C 1.575 -0.386 -2.799
C 1.734 -0.672 -4.144
C 2.398 -1.828 -4.538
C 2.896 -2.695 -3.578
C 2.709 -2.423 -2.227
C 3.120 -1.104 1.106
C 2.897 -1.337 2.464
C 3.957 -1.518 3.340
C 5.261 -1.509 2.865
C 5.495 -1.302 1.515
C 4.434 -1.089 0.646
H -0.597 -2.976 -0.997
H -0.372 -4.206 0.210
H -1.205 -2.635 1.993
H -2.414 -3.017 0.759
H -0.704 -1.120 -2.142
H -1.771 -1.576 -4.290
H -4.250 -1.596 -4.470
H -5.624 -1.172 -2.459
H -4.555 -0.741 -0.293
H -2.045 1.840 1.709
H -3.660 2.782 3.315
H -5.476 1.365 4.221
H -5.662 -0.999 3.520
H -4.049 -1.945 1.927
H 1.783 -3.322 0.113
H 1.072 -2.641 1.518
H 1.100 0.540 -2.494
H 1.359 0.022 -4.886
H 2.538 -2.043 -5.590
H 3.431 -3.588 -3.875
H 3.106 -3.115 -1.494
H 1.888 -1.354 2.858
H 3.762 -1.672 4.394
H 6.088 -1.661 3.547
H 6.508 -1.289 1.133
H 4.629 -0.880 -0.398
N 3.387 2.109 -0.715
C 2.881 1.075 -0.571
```

Output
HOMO energy, eV: -7.869
Molecular weight, g/mol: 601.67
E_LUMO, eV: 0.32
Charge: 0
Electronic energy, eV: -62954.98831

=====

[7]
The following is a quantum chemistry calculation of a 4-piece molecular cluster, C60H39ClO8 overall in a non-equilibrium geometry, from OMol25.

XYZ file:
```
108
Properties=species:S:1:pos:R:3
C 7.986 -4.792 -1.407
C 6.683 -5.424 -1.966
C 5.849 -4.310 -2.666
C 6.030 -4.289 -4.203
C 4.409 -4.343 -2.182
C 4.077 -3.487 -1.160
C 2.835 -3.409 -0.605
C 1.839 -4.204 -1.111
C 2.123 -5.061 -2.153
C 3.393 -5.147 -2.672
Cl 3.706 -6.288 -3.953
C 0.941 -5.872 -2.660
O 1.022 -7.026 -3.040
C -0.351 -5.100 -2.676
C -1.271 -5.195 -3.689
C -2.416 -4.451 -3.615
C -2.707 -3.636 -2.549
C -1.781 -3.544 -1.530
C -0.628 -4.257 -1.621
C 0.438 -4.163 -0.562
O 0.190 -4.035 0.622
H 7.736 -4.209 -0.517
H 8.349 -4.081 -2.154
H 8.738 -5.534 -1.142
H 6.132 -5.769 -1.086
H 6.885 -6.265 -2.630
H 6.264 -3.366 -2.297
H 6.238 -5.309 -4.532
H 5.097 -4.000 -4.692
H 6.858 -3.663 -4.536
H 4.849 -2.838 -0.757
H 2.589 -2.750 0.219
H -1.074 -5.843 -4.536
H -3.119 -4.513 -4.441
H -3.636 -3.081 -2.577
H -1.997 -2.892 -0.692
O 6.837 0.897 -0.831
C 6.167 1.724 -1.415
C 5.224 1.317 -2.492
C 5.099 -0.029 -2.812
C 4.198 -0.428 -3.785
C 3.417 0.517 -4.443
C 3.550 1.861 -4.140
C 4.457 2.267 -3.169
C 4.603 3.718 -2.865
O 3.976 4.548 -3.489
C 5.531 4.124 -1.774
C 5.654 5.469 -1.451
C 6.489 5.859 -0.417
C 7.204 4.905 0.300
C 7.096 3.564 -0.027
C 6.264 3.168 -1.067
H 5.702 -0.766 -2.299
H 4.099 -1.479 -4.029
H 2.705 0.202 -5.195
H 2.947 2.597 -4.655
H 5.093 6.210 -2.006
H 6.580 6.907 -0.165
H 7.849 5.211 1.113
H 7.655 2.823 0.528
O -4.565 4.964 -2.078
C -4.700 3.760 -2.141
C -4.953 3.089 -3.446
C -5.014 3.854 -4.605
C -5.211 3.239 -5.830
C -5.347 1.856 -5.904
C -5.304 1.091 -4.750
C -5.113 1.704 -3.518
C -5.087 0.871 -2.285
O -5.279 -0.327 -2.340
C -4.813 1.538 -0.984
C -4.749 0.771 0.173
C -4.462 1.373 1.386
C -4.239 2.745 1.451
C -4.316 3.516 0.303
C -4.607 2.918 -0.917
H -4.902 4.928 -4.547
H -5.253 3.836 -6.731
H -5.489 1.377 -6.863
H -5.416 0.017 -4.806
H -4.918 -0.296 0.122
H -4.409 0.774 2.286
H -4.007 3.212 2.401
H -4.145 4.583 0.353
O -5.286 0.179 9.850
C -5.057 0.882 8.888
C -5.370 2.337 8.915
C -5.912 2.895 10.066
C -6.174 4.254 10.119
C -5.894 5.063 9.021
C -5.369 4.509 7.866
C -5.111 3.145 7.806
C -4.564 2.561 6.552
O -4.388 3.252 5.568
C -4.231 1.111 6.532
C -3.686 0.557 5.382
C -3.341 -0.784 5.354
C -3.538 -1.577 6.480
C -4.094 -1.032 7.626
C -4.447 0.311 7.655
H -6.125 2.267 10.921
H -6.592 4.688 11.018
H -6.088 6.126 9.069
H -5.157 5.136 7.011
H -3.528 1.175 4.509
H -2.913 -1.213 4.457
H -3.260 -2.623 6.461
H -4.251 -1.650 8.500
```

Output
SMILES string: CC[C@@H](C)c1ccc2c(c1Cl)C(=O)c1ccccc1C2=O.O=C1c2ccccc2C(=O)c2ccccc21.O=C1c2ccccc2C(=O)c2ccccc21.O=C1c2ccccc2C(=O)c2ccccc21
HOMO energy, eV: -9.490
Molecular weight, g/mol: 923.42
E_LUMO, eV: -1.07
Charge: 0
Electronic energy, eV: -91757.20408

=====

[8]
The following is a quantum chemistry calculation of one molecule with the formula C4H9NO in a non-equilibrium geometry, from OMol25.

XYZ file:
```
15
Properties=species:S:1:pos:R:3
C 0.236 1.514 0.796
C -0.126 0.945 -0.562
N -0.154 -0.522 -0.611
C -0.962 -1.225 0.363
C 1.041 -1.126 -0.907
O 2.036 -0.569 -1.309
H 1.291 1.346 0.970
H -0.002 2.570 0.822
H -0.241 0.998 1.633
H -1.097 1.272 -0.961
H 0.584 1.243 -1.319
H -1.941 -0.745 0.442
H -1.090 -2.254 0.046
H -0.566 -1.229 1.389
H 0.989 -2.218 -0.791
```

Output
SMILES string: CCN(C)C=O
HOMO energy, eV: -9.456
Molecular weight, g/mol: 87.12
E_LUMO, eV: 0.94
Charge: 0
Electronic energy, eV: -7831.45989

=====

[9]
The following is a quantum chemistry calculation of C3H7N3O as an isolated structure, from OMol25.

XYZ file:
```
14
Properties=species:S:1:pos:R:3
C 0.476 -0.411 -1.057
C -0.500 0.744 -0.840
N 0.835 -0.661 1.349
N 1.451 -0.370 0.031
N -0.730 0.809 0.623
C -0.530 -0.560 1.349
O -1.389 -1.049 2.022
H 0.412 0.696 1.314
H 2.145 -1.097 -0.076
H -1.570 1.301 0.909
H 0.995 -0.305 -2.010
H -0.087 -1.359 -1.068
H -0.072 1.694 -1.165
H -1.436 0.568 -1.378
```

Output
HOMO energy, eV: -8.347
Molecular weight, g/mol: 101.11
E_LUMO, eV: 0.67
Charge: 0
Electronic energy, eV: -9738.51770

=====

[10]
The following is a quantum chemistry calculation of C8H14N2PPt as an isolated structure in a non-equilibrium geometry, from OMol25.

XYZ file:
```
26
Properties=species:S:1:pos:R:3
C 0.359 -0.667 -3.476
C -0.677 -1.573 -3.864
C -0.676 -2.614 -2.897
C 0.515 -2.557 -2.115
C 1.105 -1.277 -2.381
Pt 0.017 1.968 -0.947
P -0.682 3.966 -1.014
H 0.551 0.323 -3.880
H -1.393 -1.406 -4.668
H -1.413 -3.410 -2.863
H 1.944 -0.825 -1.859
H 0.874 -3.317 -1.419
H -1.783 4.179 -0.137
H -1.135 4.599 -2.211
H 0.337 4.854 -0.528
C 1.182 -1.053 3.521
N 0.403 0.017 2.889
C -0.915 0.294 3.504
C 0.630 0.427 1.667
N 0.395 0.986 0.651
H 0.816 -1.136 4.555
H 2.257 -0.826 3.501
H 1.027 -2.015 2.994
H -1.159 1.360 3.427
H -1.709 -0.284 2.994
H -0.869 -0.014 4.556
```

Output
HOMO energy (spin up / spin down), eV: -1.299 / -2.299
Molecular weight, g/mol: 364.27
⟨S²⟩: 2.009
E_LUMO (spin up / spin down), eV: 2.46 / 1.76
2S+1: 3
Charge: -1
Electronic energy, eV: -24032.94525

=====

Look up the electronic energy of the tenth one.
-24032.94525 eV

=====

What did the second record say?
The following is a quantum chemistry calculation of C28H45IrN3O5S2Sb as an isolated structure in a non-equilibrium geometry, from OMol25.

XYZ file:
```
85
Properties=species:S:1:pos:R:3
Ir -0.304 -1.246 -1.405
O 0.623 -2.343 -3.568
C 2.003 -2.646 -3.409
C 2.305 -3.227 -2.025
N 1.911 -2.279 -0.977
C 2.913 -1.223 -0.805
C 2.232 0.033 -0.270
O 2.733 0.603 0.746
O 1.204 0.443 -0.857
C 1.644 -2.942 0.314
C 1.045 -1.902 1.274
O 1.604 -1.620 2.335
O -0.025 -1.333 0.870
H 0.143 -3.176 -3.648
H 2.526 -1.700 -3.550
H 2.331 -3.347 -4.181
H 3.372 -3.475 -1.960
H 1.733 -4.145 -1.886
H 3.337 -0.967 -1.776
H 3.719 -1.523 -0.130
H 2.548 -3.375 0.756
H 0.900 -3.726 0.163
N -4.049 3.944 -5.218
C -3.489 3.103 -4.668
C -2.789 2.069 -3.973
C -1.398 2.106 -3.882
C -0.727 1.120 -3.178
C -1.413 0.076 -2.554
C -2.805 0.046 -2.671
C -3.491 1.025 -3.371
H -0.851 2.906 -4.362
H 0.354 1.170 -3.115
H -3.375 -0.752 -2.209
H -4.569 0.983 -3.461
S -1.936 -2.995 -0.920
C -2.164 -4.117 -2.144
N -3.351 -4.444 -2.640
C -3.377 -5.321 -3.800
C -2.132 -6.183 -3.689
S -0.907 -5.110 -2.864
H -4.165 -3.922 -2.351
H -3.360 -4.729 -4.720
H -4.278 -5.932 -3.792
H -1.748 -6.505 -4.652
H -2.278 -7.046 -3.042
C -0.006 3.405 -0.174
C 0.990 3.439 0.969
C 0.628 4.494 1.997
C 2.415 3.600 0.473
Sb 0.929 1.327 1.961
C 2.126 1.402 3.938
C 3.482 0.792 3.639
C 1.333 0.558 4.916
C 2.231 2.845 4.387
C -1.775 1.109 2.488
C -2.251 0.906 1.092
C -1.750 -0.108 3.348
C -2.142 2.388 3.157
H 0.160 4.278 -0.815
H -1.031 3.462 0.193
H 0.106 2.512 -0.787
H 0.507 5.450 1.476
H 1.408 4.629 2.742
H -0.313 4.283 2.504
H 2.524 4.598 0.033
H 2.653 2.862 -0.291
H 3.143 3.508 1.281
H 3.372 -0.223 3.268
H 4.068 0.758 4.564
H 4.033 1.376 2.902
H 1.178 -0.445 4.519
H 0.371 1.016 5.153
H 1.894 0.468 5.851
H 2.828 3.445 3.702
H 2.736 2.861 5.359
H 1.253 3.311 4.522
H -1.627 0.198 0.543
H -2.307 1.833 0.526
H -3.256 0.465 1.116
H -1.091 -0.872 2.935
H -2.757 -0.543 3.374
H -1.456 0.116 4.372
H -2.165 3.226 2.464
H -1.483 2.623 3.995
H -3.151 2.275 3.572
```

Output
HOMO energy (spin up / spin down), eV: -9.650 / -9.541
Molecular weight, g/mol: 881.80
⟨S²⟩: 0.757
E_LUMO (spin up / spin down), eV: -4.55 / -4.55
2S+1: 2
Charge: +1
Electronic energy, eV: -75512.29642